# 1
{"formula": "C30H27N3O5S4Ti", "method": "the ωB97M-V functional and the def2-TZVPD basis", "relative_energy_kcal_mol": 17.59, "lumo_ha": -0.0371, "elements": ["Ti", "O", "C", "C", "N", "C", "C", "O", "O", "C", "C", "O", "O", "H", "H", "H", "H", "H", "H", "H", "H", "H", "S", "C", "C", "C", "C", "C", "C", "N", "C", "C", "C", "C", "C", "C", "C", "C", "N", "C", "C", "C", "C", "C", "S", "C", "H", "H", "H", "H", "H", "H", "H", "H", "H", "H", "H", "H", "C", "C", "S", "C", "C", "S", "H", "H", "H", "H", "H", "H"], "positions_angstrom": [[0.683, 0.447, 0.082], [0.172, 4.121, -0.262], [1.445, 4.434, 0.205], [2.417, 3.245, 0.311], [1.936, 2.054, 1.052], [1.016, 2.384, 2.144], [-0.450, 2.336, 1.621], [-1.343, 2.853, 2.247], [-0.568, 1.622, 0.560], [3.092, 1.326, 1.585], [2.637, -0.104, 1.995], [3.242, -0.736, 2.828], [1.583, -0.485, 1.363], [0.239, 3.609, -1.091], [1.282, 4.910, 1.176], [1.935, 5.177, -0.449], [3.325, 3.633, 0.797], [2.681, 2.914, -0.705], [1.237, 3.345, 2.622], [1.089, 1.605, 2.914], [3.552, 1.839, 2.443], [3.859, 1.199, 0.809], [-2.525, 1.306, 5.535], [-3.636, 1.324, 6.838], [-4.564, 0.331, 6.743], [-4.392, -0.456, 5.592], [-3.322, -0.065, 4.824], [-2.868, -0.618, 3.573], [-1.645, -0.201, 2.996], [-1.210, -0.588, 1.827], [-1.937, -1.480, 1.131], [-3.123, -2.051, 1.654], [-3.803, -3.061, 0.916], [-3.321, -3.499, -0.271], [-2.151, -2.922, -0.849], [-1.640, -3.355, -2.079], [-0.548, -2.704, -2.629], [-0.037, -1.598, -1.922], [-0.446, -1.211, -0.734], [-1.482, -1.869, -0.169], [0.094, -3.085, -3.865], [1.350, -2.716, -4.276], [1.711, -3.270, -5.516], [0.735, -4.057, -6.042], [-0.647, -4.143, -5.032], [-3.591, -1.579, 2.884], [-3.539, 2.063, 7.609], [-5.344, 0.172, 7.466], [-5.035, -1.282, 5.351], [-1.025, 0.500, 3.541], [-4.706, -3.477, 1.339], [-3.826, -4.276, -0.825], [-2.084, -4.195, -2.593], [0.734, -1.003, -2.392], [2.005, -2.099, -3.688], [2.656, -3.098, -5.998], [0.750, -4.594, -6.970], [-4.518, -1.966, 3.279], [1.843, 2.174, -4.299], [1.803, 1.374, -3.029], [0.372, 1.604, -2.027], [2.779, 0.530, -2.643], [3.978, 0.204, -3.485], [2.694, -0.281, -1.085], [0.960, 2.805, -4.352], [1.868, 1.521, -5.172], [2.729, 2.806, -4.317], [4.641, 1.063, -3.580], [3.667, -0.100, -4.484], [4.535, -0.605, -3.022]]}

# 2
{"formula": "C30H27N4O10S2Ti", "method": "the ωB97M-V functional and the def2-TZVPD basis", "total_charge": -1, "relative_energy_kcal_mol": 0.00, "multiplicity": 3, "lumo_ha": [0.0897, 0.0881], "elements": ["Ti", "O", "C", "O", "C", "C", "C", "C", "C", "N", "C", "O", "O", "H", "H", "H", "H", "O", "S", "O", "O", "C", "C", "C", "C", "C", "C", "S", "O", "O", "O", "H", "H", "H", "H", "C", "C", "C", "C", "C", "C", "C", "C", "C", "C", "C", "C", "C", "C", "C", "N", "H", "H", "H", "H", "H", "H", "H", "H", "H", "H", "N", "C", "C", "N", "H", "H", "H", "H", "H", "H", "H", "H", "H"], "positions_angstrom": [[-0.397, 0.070, 0.384], [-0.769, 0.594, 4.653], [-0.442, 0.674, 3.341], [-0.561, -0.341, 2.609], [0.042, 1.890, 2.830], [0.244, 3.125, 3.497], [0.744, 4.182, 2.792], [1.066, 4.037, 1.414], [0.848, 2.812, 0.838], [0.345, 1.772, 1.498], [1.168, 2.449, -0.581], [1.714, 3.206, -1.369], [0.880, 1.200, -0.862], [-1.127, -0.296, 4.772], [-0.006, 3.208, 4.546], [0.894, 5.135, 3.283], [1.468, 4.845, 0.820], [-3.882, 2.411, 0.858], [-3.020, 1.606, 0.031], [-1.959, 2.298, -0.669], [-2.468, 0.433, 0.767], [-4.127, 0.890, -1.199], [-5.486, 1.056, -0.961], [-6.432, 0.529, -1.825], [-6.031, -0.179, -2.945], [-4.680, -0.355, -3.197], [-3.728, 0.176, -2.338], [-2.031, -0.088, -2.814], [-2.015, -1.221, -3.717], [-1.627, 1.161, -3.468], [-1.309, -0.382, -1.575], [-5.780, 1.613, -0.083], [-7.485, 0.672, -1.615], [-6.763, -0.600, -3.623], [-4.336, -0.913, -4.056], [-1.892, -4.169, 0.149], [-0.902, -4.916, 0.777], [0.213, -4.271, 1.282], [0.343, -2.888, 1.143], [-0.619, -2.117, 0.481], [-1.744, -2.794, 0.006], [1.507, -2.183, 1.704], [2.180, -2.684, 2.849], [3.204, -1.987, 3.398], [3.638, -0.792, 2.782], [4.722, -0.026, 3.263], [5.128, 1.099, 2.601], [4.477, 1.484, 1.412], [3.420, 0.764, 0.931], [2.945, -0.375, 1.620], [1.859, -1.046, 1.133], [-2.778, -4.661, -0.238], [-0.999, -5.991, 0.866], [0.995, -4.853, 1.761], [-2.531, -2.240, -0.492], [1.824, -3.595, 3.308], [3.697, -2.333, 4.300], [5.231, -0.349, 4.165], [5.956, 1.684, 2.981], [4.812, 2.361, 0.872], [2.934, 1.031, 0.006], [1.023, 1.227, -3.491], [1.566, 0.122, -4.319], [2.253, -0.951, -3.473], [1.435, -1.689, -2.537], [1.484, 2.121, -3.628], [1.044, 1.039, -2.447], [-0.011, 1.347, -3.630], [2.301, 0.523, -5.018], [0.741, -0.307, -4.888], [3.068, -0.484, -2.911], [2.721, -1.647, -4.177], [0.522, -1.929, -2.909], [1.280, -1.189, -1.669]]}